Record 1
ORCA calculation (ωB97M-V/def2-TZVPD) on C8H7Br6F as an isolated structure.

```
22
Properties=species:S:1:pos:R:3:mulliken_charge:R:1
Br -1.654 0.396 -1.558 -0.037
Br 0.621 2.673 -1.697 -0.020
C 2.234 0.248 -0.267 -0.448
C -3.024 0.263 1.968 0.423
H 0.069 -2.014 1.164 0.411
H 2.693 -2.381 -2.306 0.380
C 2.269 -1.796 -1.503 -0.431
Br -4.695 0.877 1.038 -0.040
H 1.063 -3.385 -0.693 0.327
Br -2.468 3.464 -1.009 -0.010
Br -2.306 1.661 3.215 -0.024
H -2.394 0.144 1.087 -0.351
C 2.751 -0.449 -1.386 -0.432
C 1.441 -2.391 -0.504 -0.541
C 0.789 -1.617 0.463 -0.269
Br -3.185 -1.476 2.882 -0.048
F 0.592 0.540 1.471 -0.323
H 3.331 0.071 -2.134 0.395
H -0.769 1.992 0.210 0.142
C -1.058 2.150 -0.829 -0.067
C 1.163 -0.248 0.529 0.307
H 2.537 1.277 -0.143 0.655
```

The molar mass is 601.57 u. The LUMO energy comes out at -0.5 eV. For the total energy, the calculation gives -431380.421 eV.

Record 2
ORCA calculation (ωB97M-V/def2-TZVPD) on a 3-piece molecular cluster, C8H7Cl6NO2 overall.

```
24
Properties=species:S:1:pos:R:3:mulliken_charge:R:1
O 4.970 4.911 6.147 -0.632
Cl 8.278 4.917 3.055 -0.143
C 5.043 6.248 10.710 -0.422
H 4.369 7.537 9.067 0.433
H 6.449 4.760 4.593 0.266
C 5.486 4.024 10.089 -0.623
H 9.496 6.395 10.612 0.372
H 4.941 6.917 11.506 0.459
H 5.854 3.124 10.515 0.382
O 4.319 6.938 6.665 -0.580
H 5.696 4.740 12.067 0.458
Cl 7.941 6.547 5.413 -0.115
C 4.860 5.517 8.399 0.608
Cl 8.228 3.714 5.640 -0.139
C 9.230 6.266 9.580 -0.082
C 5.449 4.986 11.068 -0.479
C 7.511 4.995 4.644 0.138
N 4.656 5.786 6.951 1.020
Cl 8.095 7.510 9.076 -0.093
Cl 8.409 4.714 9.440 -0.055
C 4.647 6.514 9.319 -0.579
Cl 10.688 6.324 8.458 -0.131
C 5.224 4.245 8.756 -0.503
H 5.340 3.475 8.013 0.439
```

The molar mass is 361.87 u. The LUMO energy comes out at -0.7 eV. For the total energy, the calculation gives -89125.671 eV. As for the SMILES: O=[N+]([O-])c1ccccc1.ClC(Cl)Cl.ClC(Cl)Cl.

Copy entry 1 word for word.
ORCA calculation (ωB97M-V/def2-TZVPD) on C8H7Br6F as an isolated structure.

```
22
Properties=species:S:1:pos:R:3:mulliken_charge:R:1
Br -1.654 0.396 -1.558 -0.037
Br 0.621 2.673 -1.697 -0.020
C 2.234 0.248 -0.267 -0.448
C -3.024 0.263 1.968 0.423
H 0.069 -2.014 1.164 0.411
H 2.693 -2.381 -2.306 0.380
C 2.269 -1.796 -1.503 -0.431
Br -4.695 0.877 1.038 -0.040
H 1.063 -3.385 -0.693 0.327
Br -2.468 3.464 -1.009 -0.010
Br -2.306 1.661 3.215 -0.024
H -2.394 0.144 1.087 -0.351
C 2.751 -0.449 -1.386 -0.432
C 1.441 -2.391 -0.504 -0.541
C 0.789 -1.617 0.463 -0.269
Br -3.185 -1.476 2.882 -0.048
F 0.592 0.540 1.471 -0.323
H 3.331 0.071 -2.134 0.395
H -0.769 1.992 0.210 0.142
C -1.058 2.150 -0.829 -0.067
C 1.163 -0.248 0.529 0.307
H 2.537 1.277 -0.143 0.655
```

The molar mass is 601.57 u. The LUMO energy comes out at -0.5 eV. For the total energy, the calculation gives -431380.421 eV.

Q: The lowest molar mass belongs to which entry?
A: C8H7Cl6NO2

Q: Among the records above, which one has the highest total energy?
A: C8H7Cl6NO2

Q: Which value of total energy does entry 1 give?
A: -431380.421 eV